# C91H196N10O12

A cluster of 12 separate species, C91H196N10O12 in total at a distorted geometry (the ωB97M-V functional and the def2-TZVPD basis, OMol25).

Positions of all 309 atoms, in Å:
C (7.2676, 1.7972, -0.7158)
O (8.2561, 2.7107, -0.2378)
H (7.0406, 2.1677, -1.7634)
H (7.7060, 0.8035, -0.8281)
H (6.2813, 1.7785, -0.2358)
H (8.2498, 2.7138, 0.7465)
O (-0.7426, 4.3006, 1.6122)
H (-0.0358, 4.7106, 1.0581)
H (-1.0736, 3.5020, 1.2163)
C (0.1024, -7.5890, -3.0580)
C (1.1656, -7.3657, -2.0053)
C (2.2814, -8.4020, -2.1323)
C (3.3902, -8.1186, -1.1841)
C (4.0656, -6.7891, -1.4695)
C (3.0216, -5.6529, -1.4396)
N (1.7832, -6.0141, -2.2314)
O (0.7594, -5.0420, -1.9618)
C (2.6740, -5.2805, 0.0201)
C (3.6272, -4.4322, -2.1542)
C (0.3979, -7.5395, -0.6631)
H (-0.4266, -8.5506, -2.8064)
H (0.5253, -7.7334, -4.0462)
H (-0.5473, -6.7256, -3.0639)
H (1.8658, -9.3604, -1.8711)
H (2.5376, -8.4928, -3.1776)
H (4.2550, -8.8231, -1.1963)
H (3.0524, -8.0233, -0.1808)
H (4.7353, -6.7914, -2.3061)
H (4.6872, -6.4248, -0.5661)
H (3.5768, -5.0948, 0.6145)
H (1.9885, -4.4009, 0.0411)
H (2.2203, -6.0410, 0.6886)
H (2.9159, -3.6018, -2.2281)
H (4.5160, -3.9995, -1.6317)
H (3.9514, -4.7687, -3.1460)
H (0.0772, -8.5483, -0.5852)
H (-0.5316, -6.9676, -0.6550)
H (0.9348, -7.3709, 0.2658)
H (0.6401, -4.5989, -2.8203)
C (-1.6729, -3.0164, 6.2522)
C (-1.1322, -2.0390, 5.1502)
C (0.2977, -1.7064, 5.3559)
C (1.3135, -2.6442, 4.7766)
C (1.1248, -3.0872, 3.3408)
C (-0.3150, -3.5705, 3.1923)
N (-1.2625, -2.4883, 3.7787)
O (-2.5948, -2.9611, 3.5292)
C (-0.5079, -3.6655, 1.7132)
C (-0.4079, -4.9631, 3.8194)
C (-1.9336, -0.8052, 5.3420)
H (-2.7325, -3.1168, 5.9997)
H (-1.5608, -2.5755, 7.3237)
H (-1.2239, -4.0344, 6.1415)
H (0.6179, -0.7223, 4.9501)
H (0.4674, -1.6324, 6.4490)
H (1.2689, -3.5312, 5.4131)
H (2.3255, -2.2326, 4.8729)
H (1.7709, -3.9337, 3.0338)
H (1.3344, -2.2598, 2.6444)
H (0.3445, -4.1225, 1.1764)
H (-1.4871, -4.1292, 1.4358)
H (-0.6728, -2.6563, 1.3563)
H (-0.0172, -5.6145, 3.0425)
H (0.1076, -5.1055, 4.7364)
H (-1.4783, -5.2576, 3.7799)
H (-2.0871, -0.5004, 6.3391)
H (-2.9989, -0.9506, 5.0804)
H (-1.5623, -0.0111, 4.7130)
H (-2.9017, -2.4959, 2.7018)
C (-3.1816, 1.8758, 1.2577)
C (-4.5366, 1.8593, 1.9288)
C (-4.8193, 0.4234, 2.5218)
C (-5.9579, 0.2686, 3.5055)
C (-5.9424, 1.3472, 4.5975)
C (-5.6331, 2.7429, 4.0393)
N (-4.4769, 2.7515, 3.1050)
O (-4.2102, 4.1011, 2.6135)
C (-7.0016, 3.2304, 3.3366)
C (-5.3225, 3.6697, 5.1985)
C (-5.6047, 2.0956, 0.7159)
H (-3.0709, 2.8356, 0.7457)
H (-3.0971, 1.1338, 0.4959)
H (-2.2683, 1.8058, 1.8632)
H (-4.9119, -0.2863, 1.6106)
H (-3.9317, 0.1903, 3.1143)
H (-5.9067, -0.7073, 4.0217)
H (-6.8809, 0.2922, 3.0166)
H (-5.1415, 1.1494, 5.3004)
H (-6.9079, 1.3977, 5.0749)
H (-7.7428, 3.6386, 4.0913)
H (-6.8643, 3.9948, 2.5439)
H (-7.4500, 2.5155, 2.7542)
H (-6.1366, 3.6775, 5.9025)
H (-4.4530, 3.2661, 5.6927)
H (-5.1639, 4.6513, 4.8604)
H (-6.5518, 1.6510, 0.9590)
H (-5.2232, 1.5421, -0.1651)
H (-5.5675, 3.1685, 0.6354)
H (-3.3462, 4.2973, 3.0033)
C (-0.9263, 6.4316, 4.0012)
C (0.0794, 5.9536, 5.1258)
C (-0.4418, 6.3235, 6.5427)
C (-1.6045, 5.4757, 6.9380)
C (-1.1324, 4.0214, 7.0154)
C (-0.5358, 3.5230, 5.6346)
N (0.3694, 4.5190, 5.1132)
O (0.9216, 4.1257, 3.9157)
C (0.2220, 2.2794, 5.8935)
C (-1.6932, 3.2466, 4.6759)
C (1.4350, 6.7334, 4.9510)
H (-1.8941, 5.9508, 3.9445)
H (-0.4995, 6.2200, 3.0036)
H (-1.0413, 7.4845, 4.1417)
H (0.3627, 5.9872, 7.2092)
H (-0.5901, 7.4001, 6.6925)
H (-2.5145, 5.6019, 6.3676)
H (-1.9330, 5.7856, 7.9203)
H (-1.9855, 3.3123, 7.4063)
H (-0.4239, 3.9249, 7.9035)
H (1.2154, 2.6049, 6.3215)
H (-0.3373, 1.6880, 6.6103)
H (0.4963, 1.7860, 4.9502)
H (-1.3964, 3.0023, 3.6450)
H (-2.1972, 2.3375, 5.0373)
H (-2.3533, 4.1032, 4.7785)
H (2.1636, 6.4786, 5.7252)
H (1.2061, 7.7588, 4.8441)
H (1.9280, 6.4389, 3.9727)
H (0.2989, 4.2093, 3.1749)
C (1.2870, -4.8384, -7.5129)
C (0.7147, -3.6681, -6.7526)
C (0.1269, -2.7043, -7.8180)
C (-0.7764, -1.6327, -7.3480)
C (-1.8385, -2.2080, -6.3486)
C (-1.2458, -3.0757, -5.2498)
N (-0.3575, -4.1328, -5.8287)
O (0.2947, -4.7903, -4.7444)
C (-0.7074, -2.1489, -4.1562)
C (-2.4785, -3.8165, -4.6751)
C (1.9251, -2.9927, -6.0324)
H (2.0849, -4.6162, -8.2849)
H (0.5119, -5.4431, -8.0138)
H (1.8674, -5.5142, -6.9013)
H (0.9156, -2.2340, -8.4784)
H (-0.4153, -3.3304, -8.4834)
H (-1.2171, -1.1728, -8.1949)
H (-0.1438, -0.9015, -6.7538)
H (-2.4901, -2.8568, -6.9268)
H (-2.5258, -1.4058, -5.9000)
H (-1.4768, -1.4875, -3.8503)
H (-0.3707, -2.7141, -3.2843)
H (0.1201, -1.5232, -4.4884)
H (-3.1210, -4.3483, -5.3825)
H (-2.0088, -4.5569, -3.9288)
H (-3.1790, -3.0837, -4.0837)
H (1.7869, -1.9958, -5.7008)
H (2.7490, -2.9821, -6.7326)
H (2.2998, -3.5925, -5.1514)
H (0.2680, -5.6998, -5.0649)
C (-5.1617, 4.5259, -7.2571)
C (-3.8728, 4.5805, -6.3454)
C (-4.3582, 4.8706, -4.9348)
C (-3.3237, 4.8006, -3.9289)
C (-2.7500, 3.3776, -3.9592)
C (-2.2134, 2.9843, -5.3762)
N (-3.2851, 3.2505, -6.3455)
O (-2.8034, 2.9002, -7.6427)
C (-0.8828, 3.6154, -5.6747)
C (-1.9536, 1.5053, -5.4487)
C (-2.9626, 5.7611, -6.8758)
H (-5.8136, 3.7624, -6.9162)
H (-4.7945, 4.2829, -8.3125)
H (-5.7637, 5.4310, -7.3280)
H (-4.7732, 5.8830, -4.9835)
H (-5.0823, 4.1077, -4.6759)
H (-3.7711, 4.8725, -2.9412)
H (-2.4837, 5.5478, -4.0742)
H (-3.4484, 2.5927, -3.6539)
H (-1.8254, 3.2900, -3.3849)
H (-0.5272, 3.3349, -6.7027)
H (-0.8110, 4.7340, -5.5589)
H (-0.0317, 3.3105, -5.0956)
H (-1.3424, 1.2750, -6.3003)
H (-1.4128, 1.0700, -4.5874)
H (-2.8504, 0.9501, -5.6435)
H (-2.0337, 6.0399, -6.3837)
H (-3.5864, 6.6601, -7.0618)
H (-2.6068, 5.3523, -7.8419)
H (-3.1818, 2.0598, -7.8092)
C (4.3163, 4.4877, -0.2706)
C (3.6146, 5.6416, -0.9257)
C (4.0587, 5.5865, -2.4267)
C (3.2586, 6.6111, -3.2652)
C (1.7299, 6.2395, -3.1990)
C (1.2425, 6.2075, -1.7012)
N (2.1460, 5.3711, -0.8910)
O (1.6451, 5.5160, 0.4178)
C (0.9309, 7.5984, -1.1595)
C (-0.0655, 5.3813, -1.7156)
C (4.0327, 6.9323, -0.3310)
H (5.3712, 4.5179, -0.3310)
H (4.0644, 3.5912, -0.8797)
H (3.9990, 4.2602, 0.7081)
H (5.1289, 5.8527, -2.3773)
H (3.9479, 4.5540, -2.8156)
H (3.4608, 6.4175, -4.3651)
H (3.4205, 7.6885, -3.0573)
H (1.6544, 5.2226, -3.5697)
H (1.2139, 7.0261, -3.7096)
H (1.7843, 8.2872, -1.1928)
H (0.2184, 8.1091, -1.8163)
H (0.5772, 7.5781, -0.1301)
H (-0.7680, 5.9017, -2.3177)
H (0.0352, 4.4042, -2.1510)
H (-0.5266, 5.2781, -0.7798)
H (3.9239, 7.7057, -1.0596)
H (5.0876, 6.8452, -0.0362)
H (3.4401, 7.1824, 0.5520)
H (1.8417, 6.4016, 0.7087)
C (7.2681, -0.9051, 3.6951)
C (6.3822, -2.1724, 3.6532)
C (6.2364, -2.4770, 2.1796)
C (5.4790, -3.7908, 1.9004)
C (6.2290, -4.9121, 2.6083)
C (6.3398, -4.6346, 4.1740)
N (7.0460, -3.3286, 4.2487)
O (7.2598, -3.0660, 5.6626)
C (4.8974, -4.6596, 4.8003)
C (7.1663, -5.7784, 4.7477)
C (5.0839, -1.7031, 4.3116)
H (6.9458, -0.1208, 3.0081)
H (8.3280, -1.2306, 3.4647)
H (7.3442, -0.5345, 4.6773)
H (5.7673, -1.5793, 1.8028)
H (7.2209, -2.5563, 1.7175)
H (5.3624, -3.9590, 0.7889)
H (4.4900, -3.6980, 2.2816)
H (7.2644, -5.1237, 2.3527)
H (5.7445, -5.8838, 2.4993)
H (4.0604, -4.5942, 4.0482)
H (4.7479, -5.6481, 5.2758)
H (4.7271, -3.9025, 5.5372)
H (6.6546, -6.6901, 4.5161)
H (8.1334, -5.7282, 4.3185)
H (7.2599, -5.6933, 5.8604)
H (4.2419, -2.3945, 4.3077)
H (4.8415, -0.8836, 3.6807)
H (5.2664, -1.2647, 5.2991)
H (6.4348, -2.6966, 5.9176)
C (-3.9021, -5.0767, -1.1441)
C (-3.9800, -3.5446, -1.0704)
C (-2.5758, -2.9204, -1.1878)
C (-2.7624, -1.4512, -1.0951)
C (-3.7467, -0.8528, -2.1487)
C (-5.1188, -1.5572, -2.1511)
N (-4.8791, -3.0223, -2.1965)
O (-6.0633, -3.7742, -2.1512)
C (-6.0769, -0.9900, -1.1066)
C (-5.7577, -1.2569, -3.5167)
C (-4.6105, -3.3388, 0.3296)
H (-4.8700, -5.4593, -0.8508)
H (-3.0717, -5.4221, -0.4570)
H (-3.6437, -5.5069, -2.1049)
H (-1.9094, -3.2566, -0.3974)
H (-2.1666, -3.2481, -2.1289)
H (-1.7977, -0.9126, -1.2801)
H (-3.1035, -1.2437, -0.0631)
H (-3.3714, -0.9577, -3.1925)
H (-3.8193, 0.1735, -1.9370)
H (-5.5229, -0.7565, -0.1806)
H (-6.5675, -0.1220, -1.4974)
H (-6.8450, -1.7057, -0.8717)
H (-5.0723, -1.6646, -4.3060)
H (-6.7792, -1.7857, -3.6106)
H (-6.0209, -0.1630, -3.5822)
H (-4.8311, -2.3151, 0.5660)
H (-3.9058, -3.7875, 1.0337)
H (-5.5249, -3.8786, 0.3148)
H (-6.1351, -4.1054, -3.0395)
C (2.3637, 1.4631, -2.6259)
C (1.8646, 0.6817, -1.3995)
C (2.7203, -0.5287, -1.0768)
C (2.4011, -1.1332, 0.2690)
C (2.7131, -0.0336, 1.3026)
C (1.7283, 1.1252, 1.0663)
N (1.9960, 1.6191, -0.2531)
O (0.9600, 2.6460, -0.4873)
C (0.3362, 0.7252, 1.5470)
C (2.2024, 2.2608, 2.0708)
C (0.4354, 0.2975, -1.7547)
H (3.4144, 1.7239, -2.5090)
H (1.7196, 2.3287, -2.7371)
H (2.2079, 0.9269, -3.5938)
H (2.7161, -1.2576, -1.8734)
H (3.7612, -0.2659, -1.0462)
H (3.0496, -1.9939, 0.4719)
H (1.3682, -1.3921, 0.3980)
H (3.7933, 0.2040, 1.1800)
H (2.7415, -0.3014, 2.3706)
H (-0.4000, 0.3900, 0.8144)
H (0.2604, -0.0460, 2.3564)
H (-0.1347, 1.5466, 2.0858)
H (1.8314, 3.3047, 1.9373)
H (2.0096, 1.8423, 3.0982)
H (3.2599, 2.3823, 2.0649)
H (-0.2784, 1.0026, -1.3815)
H (0.2433, -0.5819, -1.1731)
H (0.2695, 0.1076, -2.8157)
H (1.4669, 3.4109, -0.5540)

Computed properties:
HOMO-LUMO gap	8.24	eV
structure (SMILES)	CC1(C)CCCC(C)(C)N1O.CC1(C)CCCC(C)(C)N1O.CC1(C)CCCC(C)(C)N1O.CC1(C)CCCC(C)(C)N1O.CC1(C)CCCC(C)(C)N1O.CC1(C)CCCC(C)(C)N1O.CC1(C)CCCC(C)(C)N1O.CC1(C)CCCC(C)(C)N1O.CC1(C)CCCC(C)(C)N1O.CC1(C)CCCC(C)(C)N1O.CO.O
charge	0
LUMO	0.4	eV
ΔE to the lowest compared entry with this formula, charge and spin	0.071	eV